<A>
Density functional theory data (ωB97M-V/def2-TZVPD) for a single C4H4FN molecule.

Results
- highest occupied orbital energy (eV) = -10.8
- SMILES string = N#C[C@H]1C[C@H]1F
- HOMO-LUMO gap (eV) = 11.5418

Last column: Mulliken charge in e.
Element x y z (Å)
C -0.84 0.44 -0.30  0.180
C -0.55 -0.51 0.68  -0.624
C 0.43 -0.38 -0.45  -0.237
C 1.67 0.27 -0.19  0.207
H -1.70 0.22 -1.01  0.301
H -1.23 -1.36 0.65  0.245
H -0.11 -0.17 1.62  0.290
H 0.43 -1.07 -1.31  0.341
N 2.60 0.79 0.23  -0.421
F -0.69 1.76 0.07  -0.283

<B>
Density functional theory data (ωB97M-V/def2-TZVPD) for a molecular structure, C4H4FN.

Results
- highest occupied orbital energy (eV) = -8.5
- HOMO-LUMO gap (eV) = 8.7228

Last column: Mulliken charge in e.
Element x y z (Å)
C -0.78 -1.13 0.70  -0.039
C -0.05 -0.10 -0.12  0.316
C 0.71 -1.08 -0.66  0.190
C -0.01 1.49 0.00  -0.857
N -0.29 -2.14 0.12  -0.556
F 1.63 -1.30 -1.56  -0.226
H -1.48 -0.94 1.51  0.339
H 1.09 1.67 -0.07  0.249
H -0.35 1.57 0.99  0.316
H -0.48 1.96 -0.91  0.268

<C>
Density functional theory data (ωB97M-V/def2-TZVPD) for a single C4H4FN molecule.

Results
- highest occupied orbital energy (eV) = -10.3
- SMILES string = N#C/C=C\CF
- HOMO-LUMO gap (eV) = 10.6102

Last column: Mulliken charge in e.
Element x y z (Å)
C -1.25 -0.58 0.11  -0.248
C -0.42 0.71 -0.06  -0.112
C 0.93 0.74 -0.17  -0.372
C 1.86 -0.32 -0.10  0.251
H -1.50 -0.68 1.20  0.242
H -2.14 -0.51 -0.52  0.254
H -1.03 1.67 -0.05  0.314
H 1.39 1.72 -0.23  0.315
N 2.70 -1.09 0.07  -0.379
F -0.54 -1.66 -0.25  -0.264

Most stable structure, least stable structure: <C>, <B>.

<A>
Density functional theory data (ωB97M-V/def2-TZVPD) for a molecular structure, C17H31CeN3P2.

Results
- highest occupied orbital energy (spin up / spin down) (eV) = -14.0 / -14.0
- charge = +2
- HOMO-LUMO gap (spin up / spin down) (eV) = 6.5190 / 6.7857

Last column: Mulliken charge in e.
Element x y z (Å)
P -0.39 1.61 2.27  1.220
P 0.43 -2.92 0.78  0.256
C -0.85 0.46 0.87  0.477
C -0.71 -1.05 1.03  -1.211
H -0.63 0.83 -0.13  -1.539
H -1.94 0.70 0.76  0.607
H -0.58 -1.24 2.10  0.655
H -1.64 -1.48 0.67  0.284
C 1.73 -3.12 -0.61  -1.122
H 2.74 -2.88 -0.21  0.336
H 1.51 -2.65 -1.58  0.320
H 1.68 -4.17 -0.90  0.560
C -0.75 -3.68 -0.35  -1.247
H -0.66 -3.42 -1.41  0.458
H -1.77 -3.49 -0.03  0.430
H -0.51 -4.74 -0.30  0.516
C 0.25 3.18 1.71  -1.248
H 0.41 3.83 2.58  0.469
H -0.48 3.66 1.06  0.377
H 1.20 3.11 1.18  0.377
C -2.07 1.82 2.83  -1.442
H -2.58 0.85 2.75  0.470
H -2.56 2.51 2.13  0.439
H -2.17 2.19 3.85  0.498
Ce 1.47 0.08 -0.71  1.316
C -0.14 -0.73 -2.07  2.022
C 1.08 -0.46 -2.86  -1.015
C 1.25 0.82 -3.64  -1.112
C 0.25 1.97 -3.34  -0.860
C -0.08 2.15 -1.88  -0.703
C -1.41 2.04 -1.54  -0.299
C -2.25 0.80 -1.92  -0.654
C -1.52 -0.33 -2.66  -1.564
C 0.67 0.92 3.52  -1.174
H -0.18 -1.69 -1.48  -0.662
H 1.75 -1.27 -3.17  0.540
H 1.10 0.51 -4.67  0.512
H 2.30 1.16 -3.54  0.359
H 0.70 2.91 -3.69  0.495
H -0.69 1.87 -3.90  0.328
H 0.70 2.66 -1.25  0.769
H -1.93 2.84 -0.96  0.554
H -3.04 1.18 -2.59  0.466
H -2.84 0.37 -1.06  0.324
H -2.15 -1.23 -2.64  0.437
H -1.48 -0.13 -3.74  0.456
H 0.57 -0.17 3.63  0.271
H 0.40 1.34 4.50  0.487
H 1.75 1.13 3.39  0.450
N 2.83 -0.87 1.29  -0.809
C 2.91 -1.51 2.30  0.704
N 2.98 -2.30 3.30  -0.585
C 2.77 -2.05 4.59  0.487
N 2.58 -1.92 5.74  -0.479

<B>
Density functional theory data (ωB97M-V/def2-TZVPD) for a molecular structure, C17H31CeN3P2.

Results
- highest occupied orbital energy (spin up / spin down) (eV) = -13.6 / -13.6
- charge = +2
- HOMO-LUMO gap (spin up / spin down) (eV) = 5.9277 / 5.9756

Last column: Mulliken charge in e.
Element x y z (Å)
P -1.91 -0.52 2.21  1.177
P 2.13 -2.59 -0.06  0.287
C -0.98 -1.08 0.68  0.513
C 0.04 -2.20 0.64  -1.648
H -0.59 -0.20 0.14  -0.840
H -1.87 -1.38 0.11  0.657
H 0.26 -2.68 1.61  0.431
H -0.30 -2.94 -0.11  0.344
C 3.52 -1.46 -0.62  -0.952
H 3.89 -0.79 0.17  0.315
H 3.36 -0.88 -1.53  0.226
H 4.34 -2.20 -0.80  0.471
C 1.69 -3.18 -1.74  -0.978
H 1.69 -2.42 -2.53  0.205
H 0.70 -3.66 -1.67  0.391
H 2.45 -3.94 -1.96  0.434
C -2.14 1.28 2.30  -1.114
H -2.62 1.50 3.26  0.475
H -2.78 1.67 1.49  0.367
H -1.18 1.82 2.28  0.204
C -3.51 -1.27 2.48  -1.326
H -3.53 -2.32 2.12  0.411
H -4.32 -0.74 1.96  0.429
H -3.75 -1.27 3.56  0.445
Ce 0.85 2.19 -0.25  0.987
C 0.78 0.71 -2.03  0.827
C 1.68 1.74 -2.35  -0.728
C 1.24 3.20 -2.41  -0.778
C -0.30 3.46 -2.26  -0.739
C -1.12 2.78 -1.15  -0.451
C -1.79 1.55 -1.20  -0.409
C -1.73 0.48 -2.26  -0.642
C -0.38 0.33 -2.95  -1.267
C -0.80 -0.83 3.56  -1.394
H 1.07 -0.13 -1.36  -0.056
H 2.78 1.60 -2.36  0.439
H 1.54 3.59 -3.38  0.573
H 1.83 3.86 -1.71  0.331
H -0.39 4.56 -2.13  0.398
H -0.75 3.22 -3.24  0.390
H -1.43 3.52 -0.35  0.517
H -2.72 1.48 -0.59  0.798
H -2.51 0.66 -3.02  0.482
H -2.01 -0.50 -1.83  0.179
H -0.24 -0.71 -3.28  0.483
H -0.34 0.91 -3.87  0.416
H -0.17 -1.68 3.31  0.279
H -1.37 -1.03 4.46  0.458
H -0.18 0.06 3.72  0.435
N 1.78 0.68 1.27  -0.484
C 2.34 -0.02 2.07  0.493
N 3.02 -0.72 2.87  -0.521
C 2.54 -1.43 3.89  0.542
N 2.16 -2.07 4.81  -0.481

Most stable structure, least stable structure: <B>, <A>.

<A>
Density functional theory data (ωB97M-V/def2-TZVPD) for 2 unconnected molecules or ions with the total composition C3H9O.

Results
- highest occupied orbital energy (eV) = -2.0
- charge = -1
- HOMO-LUMO gap (eV) = 5.9213

Last column: Mulliken charge in e.
Element x y z (Å)
O -3.58 -0.07 -0.19  -1.115
H -3.50 -0.99 0.08  0.124
C 1.62 0.53 -0.75  -1.059
C 0.37 -0.28 -0.38  -0.232
C -0.08 -0.08 1.08  -1.061
H 2.42 0.30 -0.04  0.282
H 1.91 0.25 -1.76  0.311
H 1.42 1.60 -0.72  0.298
H -0.45 0.06 -1.02  0.285
H 0.48 -1.35 -0.53  0.286
H -1.11 -0.40 1.22  0.295
H -0.13 1.00 1.25  0.261
H 0.63 -0.55 1.76  0.326

<B>
Density functional theory data (ωB97M-V/def2-TZVPD) for 2 unconnected molecules or ions with the total composition C3H9O.

Results
- highest occupied orbital energy (eV) = -2.1
- charge = -1
- HOMO-LUMO gap (eV) = 6.1629

Last column: Mulliken charge in e.
Element x y z (Å)
O 0.92 2.04 -1.51  -1.130
H 1.50 1.27 -1.41  0.133
C -1.61 -0.93 0.47  -1.293
C -0.23 -0.55 -0.05  -0.089
C 0.84 -0.54 1.05  -1.043
H -1.75 -1.87 1.01  0.326
H -2.34 -0.87 -0.34  0.326
H -1.86 -0.16 1.20  0.324
H -0.28 0.52 -0.27  0.319
H 0.04 -1.18 -0.90  0.283
H 1.32 -1.52 1.10  0.263
H 1.64 0.19 0.95  0.301
H 0.35 -0.32 2.01  0.280

<C>
Density functional theory data (ωB97M-V/def2-TZVPD) for 2 unconnected molecules or ions with the total composition C3H9O.

Results
- highest occupied orbital energy (eV) = -2.2
- charge = -1
- HOMO-LUMO gap (eV) = 6.6960

Last column: Mulliken charge in e.
Element x y z (Å)
C 0.80 2.50 -0.52  -0.897
H -0.07 1.87 -0.31  0.183
H 1.27 2.69 0.43  0.217
H 0.63 3.47 -0.99  0.289
H 1.47 1.81 -1.07  0.183
C -0.25 -0.83 0.00  -0.105
O -1.04 0.10 0.61  -0.901
C -0.71 -2.24 0.59  -0.928
H 0.87 -0.73 0.12  0.108
H -0.33 -0.92 -1.10  0.137
H -1.36 -2.74 -0.13  0.193
H -1.36 -2.04 1.44  0.260
H 0.08 -2.94 0.93  0.261

Most stable structure, least stable structure: <A>, <C>.

<A>
Density functional theory data (ωB97M-V/def2-TZVPD) for 2 unconnected molecules or ions with the total composition C3H11N4.

Results
- highest occupied orbital energy (spin up / spin down) (eV) = -13.6 / -13.6
- charge = +1
- HOMO-LUMO gap (spin up / spin down) (eV) = 9.0783 / 9.0739

Last column: Mulliken charge in e.
Element x y z (Å)
C 1.25 -1.04 1.00  -1.335
C -1.42 -0.99 -0.78  -0.815
C 0.39 0.13 0.47  0.106
N -2.19 1.43 -1.42  -0.403
N -1.07 1.67 -1.07  0.074
N -0.24 -0.18 -0.80  -0.516
N 1.23 1.37 -0.02  -0.400
H 1.96 -1.50 0.33  0.362
H 1.61 -0.56 1.83  0.432
H 0.53 -1.75 1.23  0.403
H -1.36 -1.96 -1.24  0.332
H -1.93 -1.04 0.18  0.350
H -1.99 -0.34 -1.47  0.431
H -0.29 0.50 1.16  0.512
H -2.73 2.24 -1.37  0.267
H 1.56 1.93 0.81  0.337
H 0.24 1.73 -0.53  0.534
H 1.89 1.04 -0.72  0.331

<B>
Density functional theory data (ωB97M-V/def2-TZVPD) for 3 unconnected molecules or ions with the total composition C3H11N4.

Results
- highest occupied orbital energy (eV) = -13.8
- charge = +1
- HOMO-LUMO gap (eV) = 10.7050

Last column: Mulliken charge in e.
Element x y z (Å)
C 0.12 -1.01 1.52  -1.019
C 0.15 -1.61 -1.22  0.332
C 1.40 -0.76 1.49  -0.340
N 0.91 -2.63 -1.16  -0.318
N -1.50 0.16 -1.52  -0.650
N -0.61 -0.79 -1.55  0.445
N -0.86 2.52 -0.30  -0.875
H -0.37 -1.88 1.43  0.512
H 1.96 -1.66 1.34  0.306
H -0.93 2.95 0.62  0.254
H 1.79 0.29 1.31  0.257
H 0.44 -3.36 -0.69  0.278
H 1.76 -2.53 -1.67  0.267
H -0.54 -0.20 1.44  0.287
H -2.08 0.30 -2.36  0.262
H -1.77 2.76 -0.67  0.278
H -0.22 3.08 -0.86  0.262
H -1.08 0.99 -1.00  0.461

Most stable structure, least stable structure: <B>, <A>.

<A>
Density functional theory data (ωB97M-V/def2-TZVPD) for a molecular structure, C3H10N3O2.

Results
- highest occupied orbital energy (eV) = -14.5
- charge = +1
- HOMO-LUMO gap (eV) = 11.2921

Last column: Mulliken charge in e.
Element x y z (Å)
N 1.25 -1.75 2.62  -0.372
C 1.26 -1.27 1.35  0.414
N 0.38 -0.15 1.09  -0.495
O 1.95 -1.69 0.47  -0.492
H 0.52 -1.42 3.23  0.237
H 1.56 -2.70 2.79  0.282
H 0.60 0.69 1.64  0.357
H -0.58 -0.37 1.32  0.391
O -1.26 2.15 -0.07  -0.446
C -1.75 1.64 -1.05  0.105
C -1.02 0.66 -1.93  -0.576
N 0.37 0.44 -1.46  -0.504
H -2.78 1.84 -1.38  0.375
H -1.53 -0.31 -1.93  0.339
H -1.04 1.08 -2.94  0.386
H 0.80 -0.28 -2.03  0.303
H 0.89 1.30 -1.57  0.324
H 0.39 0.15 -0.16  0.372

<B>
Density functional theory data (ωB97M-V/def2-TZVPD) for 2 unconnected molecules or ions with the total composition C3H10N3O2.

Results
- highest occupied orbital energy (eV) = -14.2
- charge = +1
- HOMO-LUMO gap (eV) = 11.2913

Last column: Mulliken charge in e.
Element x y z (Å)
O -0.71 -0.52 1.12  -0.591
O -1.84 -1.35 2.89  -0.448
C -0.70 -1.01 2.23  0.661
C 0.51 -1.32 3.06  -0.906
H -2.58 -1.11 2.27  0.363
H 1.43 -1.04 2.51  0.297
H 0.55 -2.40 3.29  0.290
H 0.49 -0.76 4.01  0.290
C 0.28 0.95 -2.14  0.814
N 0.08 1.74 -1.09  -0.316
N 0.17 -0.37 -2.01  -0.316
N 0.61 1.48 -3.32  -0.376
H 0.17 2.76 -1.18  0.198
H -0.17 1.33 -0.18  0.211
H -0.08 -0.78 -1.11  0.211
H 0.33 -0.98 -2.82  0.198
H 0.76 0.87 -4.13  0.211
H 0.70 2.50 -3.41  0.211

Most stable structure, least stable structure: <B>, <A>.